Record 1
{
  "formula": "C18H14N4O3S",
  "method": "wB97M-V/def2-TZVPD",
  "species": ["O", "O", "N", "N", "O", "C", "C", "C", "C", "C", "C", "C", "C", "C", "C", "C", "C", "C", "C", "C", "C", "C", "N", "N", "S", "C", "H", "H", "H", "H", "H", "H", "H", "H", "H", "H", "H", "H", "H", "H"],
  "xyz": [[6.29991, -2.68185, -0.43381], [-3.31702, 2.77968, 1.37532], [4.78992, -0.18851, -1.31294], [2.64840, -2.17772, 0.99568], [-1.02346, 0.09100, 2.87011], [5.20941, -2.37081, -0.04332], [3.60887, 0.48793, -1.39080], [3.31797, -3.24764, 1.23709], [2.60054, 0.00662, -0.46185], [3.21849, -1.09270, 0.09636], [-4.35428, 0.84713, -3.34448], [-3.75603, -0.14464, -2.67294], [-4.68986, 2.01392, -2.68273], [0.52200, 1.33439, -0.91696], [0.85371, 0.25360, 1.28557], [-3.40892, 0.04123, -1.31167], [-4.41595, 2.16644, -1.26144], [-0.79493, 1.75766, -0.40514], [-0.46392, 0.51677, 1.68832], [1.29001, 0.52016, -0.05698], [-3.70347, 1.18860, -0.59408], [-1.30200, 1.29807, 0.82798], [4.58585, -3.35902, 0.71567], [4.49827, -1.20092, -0.46691], [-3.06871, 1.31971, 1.10161], [-0.45655, -0.38410, 4.13933], [3.43284, 1.43436, -1.88936], [2.87759, -4.04547, 1.84816], [-4.52180, 0.82043, -4.43727], [-3.41557, -1.07130, -3.07517], [-5.05592, 2.89138, -3.20567], [0.88276, 1.50635, -1.92025], [1.58541, -0.29266, 1.90344], [-2.87485, -0.81509, -0.93743], [-4.53846, 3.13196, -0.80674], [-1.47841, 2.31236, -1.02449], [5.21429, -4.08200, 1.09912], [-0.99134, -1.12699, 4.64405], [0.55360, -0.90444, 4.01013], [-0.35838, 0.46611, 4.81448]],
  "mol_weight_g_mol": 366.40,
  "relative_energy_ev": 4.469,
  "orbital_gap_ha": 0.3137,
  "lumo_ev": -0.1,
  "total_charge": 0
}

---

Record 2
{
  "formula": "C18H15BBr2F4MnN3O6",
  "method": "wB97M-V/def2-TZVPD",
  "species": ["Mn", "Br", "Br", "B", "F", "F", "F", "F", "C", "C", "C", "C", "C", "C", "N", "O", "O", "H", "H", "H", "H", "H", "C", "C", "C", "C", "C", "C", "N", "O", "O", "H", "H", "H", "H", "H", "C", "C", "C", "C", "C", "C", "N", "O", "O", "H", "H", "H", "H", "H"],
  "xyz": [[-0.26603, 1.66674, -0.05225], [2.41498, 1.68929, -0.05087], [-2.76040, 1.76604, 0.14875], [0.60987, 4.66868, -0.31490], [-0.29289, 5.60346, -0.74300], [-0.02662, 3.59986, 0.30067], [1.38862, 4.23092, -1.37424], [1.58467, 5.18961, 0.49794], [1.91400, -4.54960, 1.82171], [2.41082, -3.43436, 1.15292], [1.57258, -2.43777, 0.75366], [0.17325, -2.56800, 0.74000], [-0.34211, -3.78781, 1.22168], [0.50943, -4.72959, 1.79327], [-0.71778, -1.62441, 0.09271], [-0.28766, -0.56802, -0.31961], [-1.92844, -1.81783, 0.10189], [2.54274, -5.28145, 2.30697], [3.45923, -3.28121, 0.94367], [2.02586, -1.59752, 0.24877], [-1.39282, -4.03756, 1.21767], [0.12765, -5.65009, 2.20958], [1.44770, -2.34063, 5.32374], [0.20930, -1.94803, 5.68977], [-0.42393, -0.94743, 4.95721], [0.21756, -0.30944, 3.88687], [1.42100, -0.82368, 3.50130], [2.08554, -1.80902, 4.18386], [-0.44584, 0.71070, 3.05739], [-0.13264, 0.84005, 1.92516], [-1.19477, 1.54866, 3.61737], [1.99527, -3.17412, 5.73829], [-0.16046, -2.46391, 6.56357], [-1.44648, -0.75522, 5.24675], [2.05245, -0.39663, 2.73625], [3.09627, -2.09472, 3.93241], [-2.76661, 2.30468, -6.68053], [-1.41378, 2.56372, -6.92451], [-0.54364, 2.68917, -5.83409], [-0.98724, 2.25367, -4.49105], [-2.32588, 1.88199, -4.34856], [-3.17718, 2.10407, -5.38260], [-0.03970, 2.04100, -3.38890], [1.14379, 1.88847, -3.73124], [-0.37267, 1.89228, -2.17423], [-3.53988, 2.22458, -7.43020], [-0.92386, 2.70763, -7.87618], [0.50403, 2.86334, -6.03014], [-2.75094, 1.54404, -3.41501], [-4.24638, 1.95539, -5.34968]],
  "spin_multiplicity": 6,
  "s2": 8.7569,
  "mol_weight_g_mol": 670.88,
  "relative_energy_ev": 2.933,
  "orbital_gap_ha": [0.2124, 0.2142],
  "lumo_ev": [0.9, 0.9],
  "total_charge": -1
}

---

Record 3
{
  "formula": "C18H15Cl14FNO4PS",
  "method": "wB97M-V/def2-TZVPD",
  "species": ["C", "C", "C", "C", "P", "S", "C", "C", "C", "O", "N", "O", "C", "O", "C", "C", "Cl", "C", "C", "Cl", "C", "F", "C", "O", "H", "H", "H", "H", "H", "H", "H", "H", "H", "H", "H", "C", "Cl", "Cl", "Cl", "H", "C", "Cl", "Cl", "Cl", "H", "C", "Cl", "Cl", "Cl", "H", "C", "Cl", "Cl", "Cl", "H"],
  "xyz": [[4.36778, -0.31927, -1.42513], [3.07600, 0.58638, -1.13854], [2.69807, 1.83881, -1.99871], [1.41816, 2.67925, -1.73779], [0.96663, 4.16041, -2.83768], [-0.36231, 3.47074, -4.12906], [0.49893, 2.24915, -0.57134], [0.87365, 0.99805, 0.30588], [2.16037, 0.14410, 0.05095], [2.54137, -1.00088, 0.82701], [1.61565, -2.01628, 0.75365], [1.40364, -2.19880, -0.42444], [-0.16999, 0.60369, 1.47492], [0.22182, 0.17960, 2.58093], [-1.71531, 0.85694, 1.09163], [-2.92618, -0.10676, 1.49685], [-2.48841, -1.44808, 2.66011], [-3.44436, -0.77910, 0.08957], [-3.27320, -2.37543, 0.04097], [-5.19638, -0.30341, -0.28722], [-2.05351, 2.00518, 0.29155], [-3.38288, 2.28618, -0.12717], [-0.88301, 2.99883, -0.21045], [-1.02885, 4.24400, -0.27697], [5.19492, -0.00526, -0.68271], [4.80005, -0.16643, -2.47193], [4.13398, -1.41208, -1.18381], [3.38787, 2.11288, -2.88024], [0.32156, 5.21912, -2.12667], [2.13787, 4.56630, -3.56048], [-3.80177, 0.53047, 1.86401], [-2.79423, -0.36696, -0.78318], [-3.99634, -2.90949, 0.74002], [-3.57477, -2.69053, -1.03240], [-2.17935, -2.69246, 0.15809], [-2.44433, 0.03137, -4.24364], [-2.93798, 0.79192, -2.72465], [-0.71822, -0.35663, -4.21163], [-3.40345, -1.42403, -4.54988], [-2.62252, 0.73634, -5.05347], [-3.58665, 3.71935, 3.63294], [-2.79637, 2.77475, 2.35378], [-3.44045, 5.45272, 3.30758], [-5.28811, 3.25563, 3.78671], [-3.08647, 3.50431, 4.57577], [2.09194, -2.90809, 4.39342], [0.92507, -4.16897, 3.96553], [3.56026, -3.62590, 5.07506], [2.47998, -1.91756, 2.98082], [1.64188, -2.26676, 5.14899], [4.12257, -4.85874, -0.64594], [5.52387, -3.81128, -0.91616], [4.38481, -6.44738, -1.37876], [3.79078, -5.01846, 1.08379], [3.25586, -4.40153, -1.12046]],
  "mol_weight_g_mol": 887.70,
  "orbital_gap_ha": 0.2495,
  "lumo_ev": -2.0,
  "total_charge": 0
}

---

Record 4
{
  "formula": "C18H15Cl2N3",
  "method": "wB97M-V/def2-TZVPD",
  "species": ["Cl", "C", "C", "C", "C", "C", "C", "N", "N", "C", "C", "C", "C", "N", "C", "C", "C", "C", "C", "C", "C", "C", "Cl", "H", "H", "H", "H", "H", "H", "H", "H", "H", "H", "H", "H", "H", "H", "H"],
  "xyz": [[4.10732, -0.25450, 1.66437], [3.28923, 0.36541, 0.22601], [4.01108, 1.07324, -0.78485], [3.36342, 1.59205, -1.95113], [1.99458, 1.35735, -2.09360], [1.27412, 0.65786, -1.12119], [1.87282, 0.19278, 0.07812], [1.15309, -0.52596, 1.05249], [-0.29218, -0.45907, 1.09948], [-1.05403, -1.71968, 1.03622], [-1.13054, -2.22282, -0.39922], [-2.34070, -2.55027, -1.00665], [-2.33239, -2.97116, -2.34285], [-1.23197, -3.14671, -3.07017], [-0.06951, -2.83822, -2.49003], [0.04348, -2.39934, -1.14377], [-0.91616, 0.76320, 1.46633], [-2.06662, 1.20072, 0.71091], [-2.66233, 2.40719, 1.08084], [-2.20169, 3.16216, 2.14761], [-1.05228, 2.79189, 2.80147], [-0.42077, 1.57500, 2.50738], [1.00990, 1.21008, 3.46361], [5.05752, 1.29455, -0.59475], [3.93907, 2.12005, -2.70244], [1.41303, 1.72131, -2.96958], [0.21436, 0.43095, -1.23145], [1.60100, -0.63784, 1.93196], [-0.58437, -2.47896, 1.67003], [-2.05216, -1.53789, 1.43537], [-3.25253, -2.49023, -0.44127], [-3.28244, -3.25264, -2.79246], [0.83112, -3.04632, -3.03741], [1.05805, -2.24229, -0.74163], [-2.48404, 0.59211, -0.09654], [-3.49900, 2.77923, 0.55862], [-2.64100, 4.11732, 2.48649], [-0.66646, 3.36941, 3.59370]],
  "smiles": "Clc1ccccc1NN(Cc1ccncc1)c1ccccc1Cl",
  "mol_weight_g_mol": 344.24,
  "orbital_gap_ha": 0.3239,
  "lumo_ev": 0.7,
  "total_charge": 0
}